A 7-piece molecular cluster, H14O7 overall in a non-equilibrium geometry. Source: OMol25; level of theory: the ωB97M-V functional and the def2-TZVPD basis.

The geometry in XYZ format:
```
21
Properties=species:S:1:pos:R:3:forces:R:3
O 0.515864 0.163555 -0.090861 0.1 0.1 -0.3
H 1.143667 -0.485591 -0.427703 0.0 0.0 0.2
H 0.868692 0.404693 0.773057 -0.5 -0.1 -0.4
O 1.677060 0.039576 -4.080690 0.2 0.0 0.0
H 2.200589 0.727441 -4.507010 -0.1 0.0 0.0
H 2.322251 -0.639707 -3.854211 -0.1 0.0 0.0
O 0.736808 -3.053154 1.217814 -0.1 -0.2 -0.1
H -0.101403 -2.896577 1.667119 0.0 0.2 0.0
H 0.547474 -3.781198 0.615241 0.1 0.1 0.1
O 3.027749 -0.037341 1.669329 0.0 0.2 0.0
H 2.190249 0.400426 1.858917 0.3 -0.1 0.3
H 3.613520 0.681201 1.405590 0.0 -0.1 0.0
O -2.259992 1.404749 -0.868384 -0.8 -0.2 -1.0
H -1.440182 1.056614 -1.236765 0.3 -0.1 0.4
H -2.859550 1.439827 -1.622234 0.0 -0.1 0.0
O -1.256934 2.149564 1.211874 0.4 0.5 1.1
H -2.153688 1.949753 1.503249 0.2 0.1 -0.2
H -1.263132 3.103018 1.070892 0.0 -0.1 -0.1
O -2.217940 -0.967484 1.489481 -0.3 -0.2 0.2
H -2.735320 -0.155664 1.441983 0.2 -0.1 -0.2
H -2.555780 -1.503704 0.763312 0.1 0.2 0.0
```
Forces are in eV/Å.

Its SMILES is O.O.O.O.O.O.O. The relative energy (zero: lowest compared OMol25 entry of this formula, charge and spin) comes out at 246.03 kJ/mol. Its total charge is 0. For the total energy, the calculation gives -535.030134 hartree.

=====

A 2-piece molecular cluster, C3H9BO3 overall in a non-equilibrium geometry. Source: OMol25; level of theory: the ωB97M-V functional and the def2-TZVPD basis.

The geometry in XYZ format:
```
16
Properties=species:S:1:pos:R:3:forces:R:3
B -2.114364 0.089619 -0.244012 0.8 0.0 0.3
C 1.122917 -0.372074 1.348750 -0.7 0.9 0.8
C 1.415388 -0.356403 -1.217221 0.4 1.5 -0.5
C 1.091250 0.384441 0.075611 0.0 0.6 -1.2
O -2.677497 0.068828 0.986494 -2.0 0.2 0.3
O -2.531634 -0.176345 -1.497890 3.4 1.3 0.8
O 1.512937 1.703647 -0.025741 0.0 0.5 0.9
H 0.892460 -1.387545 1.136433 -1.0 -0.8 -0.2
H 0.419610 0.059994 2.116525 0.7 -0.6 -0.7
H 2.094433 -0.540877 1.788429 0.9 0.7 0.3
H 2.483419 -0.755122 -1.199995 -1.5 -0.3 0.1
H 1.456517 0.347677 -2.106183 -0.3 -0.5 1.2
H 0.544957 -0.999927 -1.418128 1.0 -0.6 0.0
H -3.679331 0.088479 1.186987 2.1 -0.2 -0.8
H -3.368148 -0.474854 -1.662563 -3.7 -1.3 -0.6
H 1.337081 2.320456 0.732510 0.0 -1.5 -0.7
```
Forces are in eV/Å.

The relative energy (zero: lowest compared OMol25 entry of this formula, charge and spin) comes out at 362.53 kJ/mol. Its total charge is 0. For the total energy, the calculation gives -370.204274 hartree.

=====

C15H45CsN4SbSi3 as an isolated structure. Source: OMol25; level of theory: the ωB97M-V functional and the def2-TZVPD basis.

The geometry in XYZ format:
```
69
Properties=species:S:1:pos:R:3:forces:R:3
Cs -1.114226 2.051675 0.931284 -0.1 0.1 0.1
N 1.780254 2.942938 0.052909 0.0 0.1 0.0
C 1.790116 4.137913 -0.805902 0.0 -0.1 0.0
C 0.725071 4.069448 -1.887563 0.0 0.0 0.1
N -0.674730 4.162286 -1.434631 0.2 0.1 0.0
C -1.564168 3.856213 -2.561180 0.0 0.0 -0.1
C -2.754959 2.979429 -2.217593 -0.2 0.1 0.0
N -2.341160 1.604627 -1.928829 0.1 -0.2 0.0
C -0.936879 5.519089 -0.936368 0.0 0.0 0.0
C -2.322760 5.752661 -0.352880 0.1 -0.1 0.0
N -2.518088 4.996970 0.895068 -0.1 0.0 -0.1
H 2.475513 3.049268 0.783392 0.0 0.0 0.0
H 2.092160 2.142405 -0.487158 0.0 -0.1 0.0
H 2.748551 4.277380 -1.315259 0.0 0.0 0.0
H 1.652671 5.012403 -0.172905 0.0 0.0 0.0
H 0.843158 3.110470 -2.399231 0.0 0.0 0.0
H 0.938842 4.854751 -2.628684 0.0 0.0 0.0
H -0.984257 3.344031 -3.335171 -0.1 0.0 0.0
H -1.924594 4.784601 -3.021819 0.0 0.0 0.0
H -3.466139 3.033992 -3.049232 0.0 0.0 0.0
H -3.264902 3.370758 -1.331715 0.0 0.0 -0.1
H -1.826282 1.228298 -2.719128 0.0 0.0 0.0
H -3.158641 1.010710 -1.834730 0.0 0.0 0.0
H -0.776029 6.251155 -1.743667 0.0 0.0 0.0
H -0.209864 5.747721 -0.156268 0.0 0.0 0.0
H -3.094474 5.456795 -1.061929 0.0 0.0 0.0
H -2.441060 6.830181 -0.208667 0.0 0.0 0.0
H -3.485341 5.082734 1.187258 0.0 0.0 0.0
H -1.979682 5.439161 1.633344 0.0 0.0 0.0
C 3.360934 -0.311966 0.891089 0.0 -0.1 0.1
Si 2.530586 -1.881782 1.521984 0.1 0.1 0.0
C 2.735854 -1.985401 3.383468 -0.1 -0.2 0.0
C 3.323983 -3.357747 0.682190 -0.1 0.1 -0.1
Sb 0.030209 -1.588035 1.038847 0.1 -0.3 0.0
Si -0.050409 -2.592425 -1.312829 0.0 0.0 -0.1
C -1.802486 -2.341718 -1.949162 0.0 0.0 0.1
C 1.148437 -1.601526 -2.371638 -0.1 0.0 0.0
C 0.364824 -4.419829 -1.372411 -0.1 0.1 0.0
Si -0.850603 -3.621837 2.333202 0.0 -0.1 0.0
C 0.382828 -5.035381 2.369753 0.0 0.1 0.0
C -2.424138 -4.194645 1.485789 0.0 0.0 0.0
C -1.211946 -3.030834 4.075404 0.1 0.0 0.0
H 4.440731 -0.340451 1.061315 0.0 0.0 0.0
H 2.961323 0.568484 1.400864 0.0 0.0 0.0
H 3.196890 -0.195550 -0.182352 0.0 0.0 0.0
H 3.794847 -1.980542 3.655789 0.0 0.0 0.0
H 2.293885 -2.904041 3.791955 0.1 0.2 -0.1
H 2.259510 -1.134323 3.875742 0.0 0.0 0.0
H 4.370652 -3.444990 0.984737 0.0 0.0 0.0
H 3.303180 -3.246322 -0.405668 0.0 0.0 0.1
H 2.821698 -4.289138 0.939936 0.0 0.0 0.0
H -2.085961 -1.287692 -1.886552 0.0 0.0 0.0
H -2.519048 -2.915963 -1.356696 0.0 0.0 0.0
H -1.895837 -2.661599 -2.990558 0.0 0.0 0.0
H 0.916884 -0.531989 -2.332986 0.0 -0.1 0.0
H 1.106375 -1.918142 -3.417299 0.0 0.0 0.0
H 2.174501 -1.735339 -2.027934 0.1 0.0 0.0
H -0.339052 -4.990047 -0.763749 0.0 0.0 0.0
H 1.370136 -4.625536 -1.007029 0.0 0.0 0.0
H 0.291587 -4.797315 -2.396175 0.0 0.0 0.0
H 0.640918 -5.356654 1.360273 0.0 0.0 0.0
H -0.045614 -5.894392 2.895007 0.0 0.0 0.0
H 1.308511 -4.762255 2.883855 -0.1 0.0 0.0
H -2.206592 -4.592807 0.490031 -0.1 0.0 0.1
H -3.145608 -3.381642 1.377061 0.0 0.0 0.0
H -2.900867 -4.992146 2.062100 0.0 0.0 0.0
H -0.308676 -2.636839 4.551081 -0.1 0.0 0.0
H -1.586682 -3.850194 4.695580 0.0 0.0 0.0
H -1.963897 -2.239512 4.073273 0.0 0.0 0.0
```
Forces are in eV/Å.

The relative energy (zero: lowest compared OMol25 entry of this formula, charge and spin) comes out at 2.58 kJ/mol. Its total charge is +1. For the total energy, the calculation gives -1946.357665 hartree.

=====

A single C4H11NOS molecule in a non-equilibrium geometry. Source: OMol25; level of theory: the ωB97M-V functional and the def2-TZVPD basis.

The geometry in XYZ format:
```
18
Properties=species:S:1:pos:R:3:forces:R:3
C 0.878601 -1.133253 -0.951938 -1.8 -0.3 -1.7
C 1.190935 1.239801 -0.424863 -0.7 1.2 -0.9
C 0.337061 -0.327372 1.332138 -5.2 -0.1 0.8
C 0.446170 -0.027175 -0.099504 -0.7 0.4 -0.3
N -1.772473 1.191377 0.535879 -0.1 0.9 -1.1
O -2.108557 -1.358581 -0.214510 2.6 1.2 -2.4
S -1.288362 0.318107 -0.673911 -2.0 -1.1 2.4
H 0.115091 -1.896567 -0.956239 -0.1 -0.5 -0.1
H 1.025513 -0.788659 -1.969426 0.0 0.0 -0.3
H 1.756156 -1.548379 -0.644829 2.6 -1.2 1.0
H 2.338633 1.189102 -0.243951 -2.2 0.1 -0.5
H 0.643455 2.016612 0.159892 1.1 -0.1 -0.2
H 0.841539 1.455569 -1.506394 1.5 0.0 1.2
H 1.270816 -0.430142 1.714578 2.7 -0.6 1.5
H -0.270588 0.556150 1.869576 1.6 -2.1 -1.1
H -0.327805 -1.303250 1.376005 1.6 1.8 0.5
H -2.352032 1.985294 0.238980 -0.1 -0.7 -0.1
H -2.724159 -1.138642 0.458518 -0.9 0.9 1.2
```
Forces are in eV/Å.

The relative energy (zero: lowest compared OMol25 entry of this formula, charge and spin) comes out at 341.37 kJ/mol. Its total charge is 0. For the total energy, the calculation gives -687.079319 hartree.

=====

A 2-piece molecular cluster, C3H7OS overall in a non-equilibrium geometry. Source: OMol25; level of theory: the ωB97M-V functional and the def2-TZVPD basis.

The geometry in XYZ format:
```
12
Properties=species:S:1:pos:R:3:forces:R:3
C -0.621430 2.702257 -0.490546 0.0 0.0 1.0
S 0.356456 1.300620 -1.094822 -0.4 -0.5 -0.1
H -0.116655 3.633221 -0.753326 -0.3 0.1 0.0
H -0.660993 2.637988 0.605166 0.3 0.2 0.0
H -1.688711 2.748901 -0.733505 0.2 -0.1 -0.7
C 0.860663 -2.760756 1.326404 -0.5 0.0 0.8
C -0.293914 -2.259073 0.821049 2.3 0.2 -3.0
O -0.543309 -0.976332 0.735090 -2.3 0.6 2.7
H 1.461903 -3.504527 0.817895 -0.8 -0.9 0.5
H 1.253993 -2.341045 2.240602 0.6 0.7 -0.4
H -0.861132 -2.864625 0.107499 -0.1 -0.1 -0.1
H -0.336481 -0.183527 0.115726 0.9 -0.2 -0.8
```
Forces are in eV/Å.

The relative energy (zero: lowest compared OMol25 entry of this formula, charge and spin) comes out at 219.50 kJ/mol. Its total charge is -1. For the total energy, the calculation gives -591.884678 hartree.

=====

A 2-piece molecular cluster, C4H11NO overall. Source: OMol25; level of theory: the ωB97M-V functional and the def2-TZVPD basis.

The geometry in XYZ format:
```
17
Properties=species:S:1:pos:R:3:forces:R:3
C 1.410770 -0.512778 -2.181393 -0.3 0.6 -0.5
C 1.232522 -1.469631 -1.036805 0.2 -0.6 -0.5
N 1.683302 -1.052900 0.171836 0.1 0.1 0.7
O 0.719922 -2.559452 -1.209882 0.0 0.1 0.3
H 2.416449 -0.165933 -2.420067 0.2 -0.2 0.5
H 0.817557 0.385341 -1.978807 0.0 0.0 -0.1
H 1.036241 -0.977013 -3.089883 -0.2 -0.1 0.1
H 1.460437 -1.583691 1.000641 0.0 -0.2 -0.3
H 1.982994 -0.112697 0.338608 0.1 0.2 -0.2
C -1.557345 0.315073 0.999282 0.5 -0.1 0.4
C -1.686125 1.729882 1.577558 0.7 -0.7 0.1
H -0.985675 0.292666 0.071944 -0.4 0.1 -0.3
H -0.964502 -0.317660 1.667400 -0.2 0.0 0.1
H -2.525461 -0.163859 0.873218 0.0 0.0 -0.2
H -1.878049 1.672332 2.648251 -0.5 0.1 0.0
H -2.445393 2.287763 1.040005 0.0 0.3 0.2
H -0.717645 2.232557 1.528093 -0.1 0.2 -0.3
```
Forces are in eV/Å.

Its SMILES is CC(N)=O.CC. The relative energy (zero: lowest compared OMol25 entry of this formula, charge and spin) comes out at 16.68 kJ/mol. Its total charge is 0. For the total energy, the calculation gives -289.010662 hartree.